1.
Formula: CH5NS
Source: OMol25
Level of theory: ωB97M-V with the def2-TZVPD basis set

Geometry as ORCA input:
```
! wB97M-V def2-TZVPD RIJCOSX def2/J DEFGRID3
* xyz 0 1
C 0.64 -0.04 -0.02
N -0.31 -1.03 0.19
S -2.54 0.20 -0.23
H 0.25 0.49 -0.96
H 0.62 0.79 0.73
H 1.72 -0.24 -0.13
H -0.78 -1.41 -0.61
H -2.74 0.35 1.01
*
```

Calculated values
Kohn-Sham gap (spin up / spin down)	7.412 / 7.413	eV
maximum force	0.0951	Eh/bohr

***

2.
Formula: C5H9N2OS
Source: OMol25
Level of theory: ωB97M-V with the def2-TZVPD basis set

Geometry as ORCA input:
```
! wB97M-V def2-TZVPD RIJCOSX def2/J DEFGRID3
* xyz 1 1
C -0.13 -0.17 -0.67
C 0.02 1.09 1.56
C -0.47 -0.83 -1.76
C 1.51 -0.37 0.36
C -1.73 -0.59 -2.51
N 1.17 0.44 1.49
N -0.33 1.81 2.62
O 1.75 -1.64 0.74
S -1.04 1.04 0.21
H 0.18 -1.60 -2.15
H 2.25 0.10 -0.28
H -2.12 0.42 -2.35
H -2.49 -1.30 -2.18
H -1.56 -0.75 -3.57
H 1.74 0.31 2.32
H 0.24 1.89 3.44
H -1.23 2.28 2.64
H 2.25 -2.14 0.08
*
```

Calculated values
Kohn-Sham gap	9.500	eV
maximum force	0.0848	Eh/bohr

***

3.
Formula: C2H5N3O3
Source: OMol25
Level of theory: ωB97M-V with the def2-TZVPD basis set

Geometry as ORCA input:
```
! wB97M-V def2-TZVPD RIJCOSX def2/J DEFGRID3
* xyz 0 1
C -0.34 -1.09 -0.99
C -0.89 1.17 -0.56
H 1.76 -2.93 0.32
H -1.10 -1.35 -1.87
H 0.59 0.65 1.57
H -1.92 1.19 -1.11
H 0.89 3.09 0.69
N 0.07 -2.30 -0.52
N -0.10 0.04 -0.31
N -0.63 2.32 -0.18
O 1.13 -2.14 0.46
O -0.22 -0.21 1.05
O 0.56 2.16 0.58
*
```

Calculated values
Kohn-Sham gap	9.137	eV
maximum force	0.1410	Eh/bohr

***

4.
Formula: C28H40BCoN9OPSe2
Source: OMol25
Level of theory: ωB97M-V with the def2-TZVPD basis set

Geometry as ORCA input:
```
! wB97M-V def2-TZVPD RIJCOSX def2/J DEFGRID3
* xyz 1 4
Co -0.37 2.03 -0.30
B 2.41 2.57 1.47
N 2.63 1.92 0.06
C 3.79 1.62 -0.52
C 3.56 1.26 -1.83
C 2.19 1.38 -1.98
N 1.64 1.79 -0.83
N 1.22 1.86 2.18
C 1.20 1.33 3.41
C -0.11 1.03 3.75
C -0.84 1.43 2.64
N -0.04 1.93 1.71
H 3.40 2.36 2.12
H 2.16 3.74 1.34
H 4.70 1.69 0.05
H 4.28 0.96 -2.57
H 1.57 1.18 -2.84
H 2.12 1.23 3.96
H -0.47 0.61 4.67
H -1.91 1.38 2.47
Se -1.82 4.69 1.35
Se -3.17 4.67 -0.52
C -3.51 2.79 -0.67
C -4.84 2.48 -0.91
C -5.22 1.17 -1.10
C -4.25 0.19 -1.01
C -2.94 0.58 -0.76
N -2.55 1.85 -0.61
C -0.19 5.02 0.40
C 0.58 6.12 0.76
C 1.69 6.42 -0.01
C 1.96 5.64 -1.12
C 1.15 4.56 -1.39
N 0.10 4.22 -0.62
H -5.57 3.28 -0.92
H -6.26 0.91 -1.29
H -4.48 -0.86 -1.13
H -2.15 -0.15 -0.69
H 0.29 6.73 1.60
H 2.31 7.26 0.25
H 2.79 5.86 -1.77
H 1.36 3.91 -2.22
O -0.19 -0.10 -0.33
P -0.03 -1.59 -0.22
N -1.34 -2.28 0.48
C -1.97 -1.73 1.69
C -2.84 -2.89 2.19
C -3.22 -3.61 0.91
C -1.91 -3.59 0.13
N 1.27 -2.06 0.65
C 1.29 -2.63 1.99
C 2.65 -3.35 2.05
C 3.52 -2.68 0.96
C 2.63 -1.58 0.37
N 0.20 -2.21 -1.71
C -0.47 -1.66 -2.90
C -0.06 -2.61 -4.02
C 0.10 -3.95 -3.29
C 0.78 -3.53 -1.99
H -2.58 -0.86 1.44
H -1.23 -1.41 2.42
H -3.69 -2.55 2.78
H -2.24 -3.55 2.82
H -3.98 -3.04 0.37
H -3.60 -4.62 1.07
H -2.04 -3.68 -0.95
H -1.26 -4.41 0.46
H 0.45 -3.30 2.13
H 1.24 -1.84 2.74
H 2.53 -4.41 1.84
H 3.09 -3.26 3.04
H 3.79 -3.40 0.19
H 4.44 -2.26 1.36
H 2.77 -1.43 -0.70
H 2.79 -0.62 0.87
H -0.15 -0.63 -3.08
H -1.56 -1.65 -2.77
H 0.90 -2.30 -4.44
H -0.79 -2.65 -4.82
H 0.69 -4.67 -3.85
H -0.87 -4.38 -3.09
H 1.86 -3.45 -2.12
H 0.59 -4.23 -1.17
*
```

Calculated values
Kohn-Sham gap (spin up / spin down)	8.336 / 8.204	eV
maximum force	0.0100	Eh/bohr

***

5.
Formula: C38H48F9IN3O6S3
Source: OMol25
Level of theory: ωB97M-V with the def2-TZVPD basis set

Geometry as ORCA input:
```
! wB97M-V def2-TZVPD RIJCOSX def2/J DEFGRID3
* xyz 1 1
C -0.71 0.44 -5.99
C -0.09 1.62 -6.78
C 1.43 1.40 -7.09
C 2.31 2.13 -6.04
N 2.08 1.58 -4.68
C 3.30 0.91 -4.15
C 3.57 -0.49 -4.75
C 2.58 -1.62 -4.33
C 3.00 -2.35 -3.01
C 1.86 -2.73 -2.04
C 2.14 -3.75 -0.91
O 2.56 -5.05 -1.24
C 0.77 -3.61 -0.09
C 0.98 -4.57 1.10
O -0.01 -4.45 2.12
O 0.67 -4.16 3.30
N 0.84 -2.13 0.17
C -0.36 -1.62 0.93
C -0.49 -0.09 1.03
C 0.64 0.64 1.84
C 0.87 2.03 1.19
C 1.54 3.06 2.15
F 1.72 2.58 3.39
F 0.61 4.05 2.30
C 2.79 3.77 1.55
F 2.89 4.98 2.06
F 2.60 3.96 0.25
S 4.43 2.88 1.78
F 5.19 4.27 1.51
F 4.44 3.14 3.34
F 3.73 1.45 1.91
F 4.52 2.62 0.18
F 5.83 2.16 1.93
C 1.14 -1.58 -1.20
I -0.75 -1.37 -2.32
O 1.74 -0.30 -1.21
C 2.87 -0.35 -0.54
N 3.83 -0.71 -0.10
C 1.79 2.64 -3.73
S 2.69 3.97 -3.55
S 0.33 2.36 -2.68
C -0.92 3.52 -3.35
C -2.36 3.14 -2.93
C -2.63 3.29 -1.41
H -1.76 0.69 -5.74
H -0.71 -0.49 -6.58
H -0.15 0.33 -5.05
H -0.64 1.66 -7.74
H -0.22 2.59 -6.26
H 1.62 1.82 -8.09
H 1.64 0.31 -7.11
H 3.38 2.05 -6.30
H 2.05 3.20 -6.12
H 3.20 0.83 -3.06
H 4.15 1.60 -4.35
H 3.67 -0.40 -5.84
H 4.57 -0.81 -4.37
H 2.59 -2.35 -5.17
H 1.56 -1.19 -4.33
H 3.45 -3.31 -3.31
H 3.81 -1.76 -2.56
H 1.07 -3.19 -2.65
H 2.92 -3.36 -0.21
H 3.29 -5.24 -0.65
H -0.02 -3.90 -0.79
H 0.93 -5.59 0.68
H 2.01 -4.45 1.47
H 0.86 -3.21 3.34
H 1.60 -2.10 0.87
H -1.31 -2.04 0.59
H -0.23 -1.98 1.97
H -1.44 0.10 1.57
H -0.59 0.43 0.06
H 1.58 0.05 1.91
H 0.25 0.74 2.87
H -0.10 2.43 0.86
H 1.46 1.87 0.28
H -0.88 3.47 -4.45
H -0.64 4.55 -3.08
H -3.06 3.73 -3.54
H -2.50 2.08 -3.20
H -1.85 2.81 -0.81
H -3.59 2.78 -1.18
H -2.76 4.34 -1.11
C -6.93 1.41 4.64
C -7.42 1.07 5.89
C -6.74 0.16 6.68
C -5.57 -0.43 6.21
C -5.09 -0.11 4.94
C -5.77 0.83 4.16
C -3.87 -0.76 4.41
O -3.44 -0.48 3.30
C -3.18 -1.78 5.24
C -2.08 -2.44 4.73
C -1.41 -3.38 5.50
C -1.84 -3.66 6.79
C -2.95 -3.01 7.31
C -3.63 -2.07 6.53
C -4.84 -1.40 7.08
O -5.23 -1.64 8.20
H -7.45 2.14 4.03
H -8.33 1.52 6.26
H -7.12 -0.10 7.66
H -5.39 1.09 3.18
H -1.73 -2.22 3.73
H -0.55 -3.89 5.09
H -1.32 -4.39 7.39
H -3.30 -3.23 8.31
*
```

Calculated values
Kohn-Sham gap	6.862	eV
maximum force	0.1006	Eh/bohr

***

6.
Formula: C3H2FKO2
Source: OMol25
Level of theory: ωB97M-V with the def2-TZVPD basis set

Geometry as ORCA input:
```
! wB97M-V def2-TZVPD RIJCOSX def2/J DEFGRID3
* xyz 0 1
O -0.56 -0.72 -0.51
C -1.00 0.48 -0.28
C 0.74 -0.90 0.19
O -0.14 1.19 0.38
C 1.16 0.47 0.61
H 1.44 -1.38 -0.50
H 0.52 -1.57 1.03
F 1.90 1.00 -0.51
K -4.05 1.43 -0.41
*
```

Calculated values
Kohn-Sham gap	4.114	eV
maximum force	0.0187	Eh/bohr

***

7.
Formula: C21H27N6O3PtS2
Source: OMol25
Level of theory: ωB97M-V with the def2-TZVPD basis set

Geometry as ORCA input:
```
! wB97M-V def2-TZVPD RIJCOSX def2/J DEFGRID3
* xyz -1 1
Pt -0.48 0.46 -0.23
N 1.32 2.09 -2.74
N 1.42 1.59 -1.38
H 0.83 2.99 -2.69
H 0.68 1.47 -3.23
H 1.29 2.37 -0.73
H 2.37 1.23 -1.27
C -0.36 -1.29 -1.46
C -1.62 -1.99 -1.44
C -1.78 -3.23 -0.79
C -2.98 -3.90 -0.81
C -4.08 -3.36 -1.49
C -3.94 -2.11 -2.12
C -2.74 -1.45 -2.11
C -5.29 -4.05 -1.57
N -6.30 -4.61 -1.63
H -0.18 -0.77 -2.40
H 0.49 -1.93 -1.19
H -0.94 -3.66 -0.28
H -3.08 -4.87 -0.34
H -4.80 -1.68 -2.62
H -2.64 -0.49 -2.60
C 0.85 -0.10 1.38
C 0.26 -0.07 2.70
C -0.35 1.11 3.17
C -0.91 1.18 4.42
C -0.86 0.08 5.30
C -0.22 -1.09 4.86
C 0.30 -1.17 3.59
C -1.42 0.15 6.57
N -1.91 0.20 7.62
H 1.40 -1.03 1.20
H 1.51 0.76 1.23
H -0.38 1.97 2.51
H -1.40 2.09 4.74
H -0.14 -1.93 5.53
H 0.78 -2.09 3.27
S -3.10 0.58 0.42
C -3.38 -0.73 1.42
N -4.63 -0.94 1.88
C -4.98 -2.02 2.77
C -3.76 -2.33 3.63
C -2.59 -2.64 2.70
N -2.39 -1.53 1.80
H -5.35 -0.37 1.48
H -5.28 -2.92 2.21
H -5.82 -1.71 3.39
H -3.95 -3.17 4.31
H -3.51 -1.46 4.24
H -2.80 -3.55 2.12
H -1.67 -2.79 3.28
H -1.48 -1.30 1.43
C -2.91 3.76 -0.77
S -1.26 3.07 -1.09
O -1.48 1.87 -1.90
O -0.53 4.10 -1.83
O -0.66 2.82 0.22
H -3.43 3.82 -1.71
H -2.78 4.74 -0.32
H -3.42 3.10 -0.09
*
```

Calculated values
Kohn-Sham gap (spin up / spin down)	5.402 / 5.432	eV
maximum force	0.0491	Eh/bohr

***

8.
Formula: C9H18Cl3CrO3
Source: OMol25
Level of theory: ωB97M-V with the def2-TZVPD basis set

Geometry as ORCA input:
```
! wB97M-V def2-TZVPD RIJCOSX def2/J DEFGRID3
* xyz 0 4
Cr 0.53 1.54 1.22
Cl 2.11 3.24 0.45
Cl 1.43 1.15 3.39
Cl -1.42 2.91 1.78
C 3.84 -0.27 -0.45
C 2.45 -0.73 -0.22
O 1.61 0.02 0.31
C 2.12 -2.18 -0.61
H 3.92 -0.10 -1.53
H 4.49 -1.06 -0.08
H 4.10 0.61 0.13
H 1.18 -2.48 -0.13
H 2.89 -2.84 -0.20
H 2.11 -2.28 -1.69
C -2.03 -1.18 3.30
C -1.48 -1.11 1.89
O -0.77 -0.14 1.49
C -1.77 -2.28 0.85
H -2.34 -0.20 3.66
H -1.27 -1.48 4.02
H -2.89 -1.84 3.40
H -1.98 -1.97 -0.17
H -2.53 -2.93 1.27
H -0.87 -2.90 0.80
C -1.51 3.10 -2.01
C -0.94 1.74 -1.87
O -0.32 1.36 -0.88
C -1.37 0.70 -2.86
H -1.04 3.73 -2.76
H -1.43 3.69 -1.10
H -2.58 2.90 -2.13
H -2.45 0.58 -2.99
H -0.96 -0.25 -2.51
H -0.83 0.92 -3.78
*
```

Calculated values
Kohn-Sham gap (spin up / spin down)	8.317 / 8.899	eV
maximum force	0.0657	Eh/bohr

***

9.
Formula: C19H44NO2P2Pt
Source: OMol25
Level of theory: ωB97M-V with the def2-TZVPD basis set

Geometry as ORCA input:
```
! wB97M-V def2-TZVPD RIJCOSX def2/J DEFGRID3
* xyz 1 3
Pt -0.31 0.30 -0.30
P 1.09 2.16 -0.09
P -1.67 -1.52 -0.88
N -1.43 1.43 -1.65
C 0.17 3.26 -1.27
H 0.26 4.32 -0.98
H 0.66 3.12 -2.25
C -1.32 2.89 -1.44
H -1.93 3.18 -0.55
H -1.76 3.46 -2.28
C -2.80 0.90 -1.87
H -3.30 1.40 -2.72
H -3.43 1.16 -0.98
C -2.74 -0.63 -2.09
H -2.28 -0.79 -3.09
H -3.75 -1.04 -2.11
C -2.82 -2.08 0.45
C -2.11 -2.54 1.73
H -2.87 -2.70 2.51
H -1.40 -1.80 2.12
H -1.58 -3.50 1.59
C -0.88 -2.96 -1.71
C -0.15 -3.97 -0.81
H 0.35 -4.69 -1.47
H -0.83 -4.53 -0.16
H 0.65 -3.51 -0.21
C 2.82 2.05 -0.71
C 3.81 1.38 0.26
H 4.77 1.28 -0.27
H 3.49 0.36 0.56
H 3.99 1.98 1.16
C 0.99 3.06 1.53
C 1.38 2.21 2.74
H 1.16 2.80 3.65
H 2.45 1.96 2.76
H 0.80 1.28 2.82
C -1.31 0.73 1.23
O -1.97 1.04 2.13
C -1.85 -3.71 -2.63
H -2.58 -4.30 -2.07
H -2.38 -3.05 -3.33
H -1.25 -4.41 -3.23
C 3.41 3.39 -1.19
H 4.36 3.17 -1.69
H 2.76 3.90 -1.91
H 3.62 4.06 -0.35
C 1.75 4.40 1.56
H 1.43 4.92 2.48
H 2.84 4.25 1.63
H 1.51 5.04 0.71
C -3.84 -3.13 0.00
H -3.39 -4.13 -0.11
H -4.60 -3.21 0.80
H -4.36 -2.86 -0.93
H -3.38 -1.16 0.70
H -0.09 3.29 1.61
H -0.11 -2.45 -2.33
H 2.71 1.38 -1.58
H 1.14 0.07 -2.99
H 1.38 -0.41 -2.44
C 1.49 -2.19 3.00
C 2.07 -1.38 1.85
O 1.23 -1.46 0.70
H 0.55 -1.75 3.34
H 2.19 -2.19 3.84
H 1.33 -3.23 2.72
H 2.12 -0.31 2.12
H 3.05 -1.72 1.53
H 0.68 -2.27 0.86
*
```

Calculated values
Kohn-Sham gap (spin up / spin down)	7.549 / 7.383	eV
maximum force	0.0749	Eh/bohr

***

10.
Formula: C4H7N5O2
Source: OMol25
Level of theory: ωB97M-V with the def2-TZVPD basis set

Geometry as ORCA input:
```
! wB97M-V def2-TZVPD RIJCOSX def2/J DEFGRID3
* xyz 2 1
C -2.08 -1.05 -0.03
C 0.32 0.56 -0.33
C -2.10 1.41 0.02
C 2.68 0.47 0.00
N -2.65 0.19 0.09
N -0.56 1.32 -0.20
N 3.71 -0.32 0.09
N 1.47 -0.06 -0.42
N -2.86 -2.06 0.10
O -2.54 2.48 0.10
O 2.82 1.70 0.32
H -3.67 0.28 0.26
H 2.10 2.35 0.21
H 3.71 -1.31 -0.14
H 4.60 0.06 0.42
H 1.44 -1.01 -0.81
H -2.50 -3.00 0.03
H -3.87 -2.00 0.29
*
```

Calculated values
Kohn-Sham gap	7.832	eV
maximum force	0.0516	Eh/bohr